Below is one molecule with the formula C6H10, with properties calculated with wB97M-V/def2-TZVPD.

Its HOMO-LUMO gap is 10.825 eV. The calculation puts the HOMO energy at -9.575 eV. Its LUMO energy is 1.250 eV. The multiplicity is 1. The calculation puts the max |F| at 0.30 eV/A. As for the structure (SMILES): C[C@H]1C[C@H]2C[C@H]21. The relative energy (zero: lowest compared OMol25 entry of this formula, charge and spin) is 126.2 kJ/mol. As for the net charge: 0. For the electronic energy, the calculation gives -234.55446 Ha.

Cartesian coordinates (Å):
C  -0.967  -0.769  1.382
C  -0.559  0.443  0.552
C  0.953  0.829  0.502
C  0.950  0.608  -1.008
C  0.464  -0.762  -1.376
C  -0.533  0.278  -0.973
H  -1.075  -0.515  2.443
H  -1.923  -1.175  1.032
H  -0.222  -1.570  1.313
H  -1.166  1.309  0.836
H  1.112  1.882  0.756
H  1.642  0.218  1.097
H  1.491  1.218  -1.725
H  0.663  -1.627  -0.744
H  0.485  -0.980  -2.440
H  -1.316  0.613  -1.647

Forces on the atoms, in the same order (eV/Å):
-0.003 -0.037 -0.004
-0.099 -0.005 0.076
0.115 0.050 0.112
0.203 0.144 -0.125
0.066 -0.145 -0.029
-0.287 0.034 -0.092
0.045 -0.011 -0.146
0.095 0.084 0.079
-0.130 0.113 -0.006
0.099 -0.123 -0.061
-0.027 -0.185 -0.001
-0.096 0.028 -0.113
-0.124 -0.085 0.103
-0.004 0.194 -0.059
0.018 0.037 0.166
0.129 -0.094 0.099

natural (NBO) population analysis, charges in e, atoms 1 to 6: C -0.61; C -0.21; C -0.39; C -0.22; C -0.43; C -0.22

Below is one molecule with the formula C6H10, with properties calculated with wB97M-V/def2-TZVPD.

Its HOMO-LUMO gap (alpha / beta) is 7.454 / 7.456 eV. The calculation puts the HOMO energy (alpha / beta) at -7.723 / -7.725 eV. Its LUMO energy (alpha / beta) is -0.269 / -0.269 eV. The multiplicity is 1. The calculation puts the max |F| at 0.37 eV/A. The relative energy (zero: lowest compared OMol25 entry of this formula, charge and spin) is 353.8 kJ/mol. As for the net charge: 0. For the electronic energy, the calculation gives -234.46775 Ha.

Cartesian coordinates (Å):
C  2.616  0.061  0.823
C  1.738  -0.475  -0.272
C  0.402  -0.673  -0.175
C  -0.287  -0.210  0.997
C  -1.732  0.075  0.779
C  -2.215  0.595  -0.582
H  2.146  0.899  1.334
H  2.758  -0.728  1.570
H  3.595  0.357  0.437
H  -0.102  -1.088  -1.054
H  2.202  -0.681  -1.239
H  -2.133  0.695  1.589
H  -2.149  -0.932  0.970
H  -2.131  -0.168  -1.361
H  -3.262  0.912  -0.529
H  -1.618  1.461  -0.891

Forces on the atoms, in the same order (eV/Å):
-0.004 -0.027 -0.119
-0.146 0.090 0.027
0.005 0.118 0.111
-0.130 -0.086 -0.334
0.102 0.074 0.063
0.020 -0.030 -0.077
0.149 -0.085 -0.019
0.021 0.091 -0.062
-0.128 -0.032 0.058
-0.024 0.097 0.055
0.020 -0.058 0.231
0.091 -0.088 -0.060
-0.014 -0.012 0.049
-0.021 0.150 0.053
0.160 -0.084 -0.002
-0.100 -0.119 0.024

natural (NBO) population analysis, charges in e, atoms 1 to 6: C -0.68; C 0.01; C -0.42; C 0.10; C -0.56; C -0.62

Below is C6H10 as an isolated structure at a distorted geometry, with properties calculated with wB97M-V/def2-TZVPD.

Its HOMO-LUMO gap is 10.940 eV. The calculation puts the HOMO energy at -9.766 eV. Its LUMO energy is 1.174 eV. The multiplicity is 1. The calculation puts the max |F| at 2.71 eV/A. The relative energy (zero: lowest compared OMol25 entry of this formula, charge and spin) is 137.4 kJ/mol. As for the net charge: 0. For the electronic energy, the calculation gives -234.55017 Ha.

Cartesian coordinates (Å):
C  -1.286  0.468  -0.282
C  -0.023  0.965  0.474
C  -0.098  -0.285  1.319
C  -0.602  -0.904  -0.050
C  0.611  -0.818  -0.986
C  1.107  0.586  -0.504
H  -1.405  0.858  -1.306
H  -2.229  0.572  0.259
H  0.024  1.938  0.950
H  -0.909  -0.282  2.069
H  0.802  -0.714  1.782
H  -0.981  -1.768  0.448
H  0.400  -0.811  -2.070
H  1.320  -1.632  -0.813
H  1.199  1.323  -1.304
H  2.070  0.503  0.013

Forces on the atoms, in the same order (eV/Å):
-0.081 0.107 0.116
0.196 0.603 0.103
0.202 0.100 -0.041
0.622 0.138 1.442
0.051 -0.067 0.316
0.154 0.222 -0.068
0.005 -0.438 0.201
0.199 0.119 0.117
0.095 0.329 -0.164
0.218 0.027 -0.453
-0.045 0.238 -0.254
-1.353 -1.511 -1.800
-0.319 -0.090 0.559
0.105 0.209 0.078
0.069 -0.145 -0.072
-0.119 0.159 -0.079

natural (NBO) population analysis, charges in e, atoms 1 to 6: C -0.40; C -0.21; C -0.39; C -0.24; C -0.41; C -0.40

Below is one molecule with the formula C6H10, with properties calculated with wB97M-V/def2-TZVPD.

Its HOMO-LUMO gap is 10.126 eV. The calculation puts the HOMO energy at -8.974 eV. Its LUMO energy is 1.152 eV. The multiplicity is 1. The calculation puts the max |F| at 0.25 eV/A. As for the structure (SMILES): CC[C@]12C[C@H]1C2. The relative energy (zero: lowest compared OMol25 entry of this formula, charge and spin) is 172.9 kJ/mol. As for the net charge: 0. For the electronic energy, the calculation gives -234.53667 Ha.

Cartesian coordinates (Å):
C  -0.112  -1.837  -1.070
C  -0.092  0.322  0.223
C  -0.159  -0.309  -1.139
C  0.452  1.588  0.747
C  -1.001  1.285  0.920
C  0.996  0.290  1.249
H  0.881  -2.176  -0.756
H  -0.332  -2.288  -2.044
H  -0.837  -2.219  -0.344
H  0.668  0.052  -1.766
H  -1.085  0.016  -1.629
H  0.946  2.407  0.242
H  -1.392  1.060  1.917
H  -1.694  1.837  0.284
H  1.986  -0.001  0.895
H  0.775  -0.027  2.272

Forces on the atoms, in the same order (eV/Å):
-0.010 -0.067 0.001
-0.010 -0.082 -0.132
0.003 0.054 -0.035
0.101 0.205 -0.079
-0.236 0.046 0.061
0.170 -0.138 0.105
-0.164 0.043 -0.016
0.053 0.069 0.130
0.065 0.055 -0.118
-0.090 -0.051 0.104
0.134 -0.036 0.076
-0.096 -0.138 0.070
0.100 0.013 -0.133
0.114 -0.104 0.086
-0.148 0.060 0.036
0.014 0.071 -0.156

natural (NBO) population analysis, charges in e, atoms 1 to 6: C -0.60; C -0.04; C -0.40; C -0.23; C -0.39; C -0.40

Below is a 2-piece molecular cluster, C6H10 overall at a distorted geometry, with properties calculated with wB97M-V/def2-TZVPD.

Its HOMO-LUMO gap (alpha / beta) is 7.766 / 8.773 eV. The calculation puts the HOMO energy (alpha / beta) at -7.577 / -8.323 eV. Its LUMO energy (alpha / beta) is 0.188 / 0.450 eV. The multiplicity is 1. The calculation puts the max |F| at 1.66 eV/A. The relative energy (zero: lowest compared OMol25 entry of this formula, charge and spin) is 506.4 kJ/mol. As for the net charge: 0. For the electronic energy, the calculation gives -234.40962 Ha.

Cartesian coordinates (Å):
C  -1.456  0.513  0.415
C  -0.491  0.923  -0.656
C  0.961  1.128  -0.219
C  1.424  -0.222  0.431
C  0.343  -1.252  0.040
C  -0.817  -0.548  -0.451
H  -1.182  0.589  1.466
H  -2.512  0.678  0.214
H  -0.855  1.470  -1.519
H  1.568  1.378  -1.099
H  1.084  1.968  0.482
H  1.497  -0.127  1.515
H  2.433  -0.495  0.080
H  -1.113  -2.416  0.364
H  0.628  -2.225  -0.302
H  -1.513  -1.362  -0.759

Forces on the atoms, in the same order (eV/Å):
-0.041 0.093 0.192
-0.074 -0.015 -0.258
-0.071 -0.193 -0.028
-0.285 -0.256 0.165
0.334 0.188 0.373
-0.489 -0.661 0.043
0.087 0.040 -0.170
0.216 -0.018 0.051
0.018 0.036 0.108
-0.084 -0.227 0.184
-0.173 -0.256 -0.164
0.001 0.083 0.064
-0.461 -0.147 0.114
0.974 0.052 1.080
0.191 0.058 -0.644
-0.144 1.222 -1.111

natural (NBO) population analysis, charges in e, atoms 1 to 6: C -0.41; C -0.23; C -0.40; C -0.48; C -0.09; C -0.32

Below is a 2-piece molecular cluster, C6H10 overall at a distorted geometry, with properties calculated with wB97M-V/def2-TZVPD.

Its HOMO-LUMO gap is 8.029 eV. The calculation puts the HOMO energy at -7.569 eV. Its LUMO energy is 0.460 eV. The multiplicity is 1. The calculation puts the max |F| at 1.78 eV/A. The relative energy (zero: lowest compared OMol25 entry of this formula, charge and spin) is 372.8 kJ/mol. As for the net charge: 0. For the electronic energy, the calculation gives -234.46051 Ha.

Cartesian coordinates (Å):
C  2.241  0.082  -0.061
C  0.747  0.114  0.083
C  -0.049  1.199  0.154
C  -1.476  0.863  0.235
C  -1.520  -0.668  0.286
C  -0.054  -1.164  0.133
H  2.517  -0.539  -0.928
H  2.648  1.087  -0.214
H  2.729  -0.364  0.818
H  0.319  2.220  0.142
H  -2.305  1.497  -0.274
H  -2.064  1.297  -1.303
H  -1.954  -1.045  1.223
H  -2.160  -1.017  -0.520
H  0.125  -1.781  -0.765
H  0.257  -1.782  0.991

Forces on the atoms, in the same order (eV/Å):
-0.063 0.080 0.050
-0.142 0.173 0.116
0.095 0.016 -0.259
-0.148 -0.014 -1.773
-0.264 -0.034 -0.219
-0.098 0.138 -0.010
-0.083 0.163 0.225
-0.057 -0.208 0.063
-0.136 0.088 -0.184
-0.031 -0.090 -0.071
0.016 0.078 1.756
1.083 -0.838 0.453
0.077 0.335 -0.157
-0.010 -0.273 0.066
-0.121 0.211 0.163
-0.117 0.175 -0.220

natural (NBO) population analysis, charges in e, atoms 1 to 6: C -0.64; C 0.07; C -0.28; C -0.23; C -0.46; C -0.44